{
  "formula": "C4H10N2",
  "method": "ωB97M-V with the def2-TZVPD basis set",
  "e_above_lowest_kj_mol": 461.7,
  "total_energy_ev": -7285.8340,
  "homo_lumo_gap_ev": [8.9968, 8.3543],
  "max_force_ev_per_a": 4.872,
  "e_homo_ev": [-8.0, -7.7],
  "elements": ["C", "C", "C", "C", "N", "N", "H", "H", "H", "H", "H", "H", "H", "H", "H", "H"],
  "xyz": [[0.290, -0.695, -1.561], [0.368, -0.216, -0.113], [1.262, -0.815, 0.989], [0.316, 1.324, -0.034], [-0.929, -0.786, 0.220], [-2.017, 0.008, 0.089], [-0.278, -0.159, -2.277], [0.231, -1.738, -1.605], [1.060, -1.919, 1.054], [1.158, -0.193, 1.821], [2.365, -0.652, 0.643], [0.086, 1.860, -0.976], [1.263, 1.868, 0.368], [-0.405, 1.792, 0.531], [-2.855, -0.518, 0.221], [-1.915, 0.840, 0.630]],
  "atomic_forces_ev_per_a": [[0.46, 0.00, 2.82], [-1.15, 1.76, 0.35], [2.73, -0.96, -3.92], [3.32, 1.52, -1.30], [-0.71, -1.04, -1.30], [0.81, -0.24, -0.33], [-0.39, 0.66, -0.32], [0.30, -1.52, -0.54], [0.18, 1.28, 0.46], [-0.50, 0.32, 1.73], [-1.65, -0.52, 0.63], [0.49, -0.80, -0.09], [-1.13, -1.38, -0.79], [-1.85, 0.28, 2.07], [-0.36, -0.08, 0.30], [-0.54, 0.72, 0.24]]
}

{
  "formula": "C4H8N2O2S2",
  "method": "ωB97M-V with the def2-TZVPD basis set",
  "multiplicity": 3,
  "e_above_lowest_kj_mol": 0.0,
  "total_energy_ev": -33017.1416,
  "homo_lumo_gap_ev": [5.9042, 6.8904],
  "max_force_ev_per_a": 10.791,
  "e_homo_ev": [-5.5, -9.4],
  "elements": ["C", "C", "C", "C", "N", "N", "O", "O", "S", "S", "H", "H", "H", "H", "H", "H", "H", "H"],
  "xyz": [[-2.227, -0.671, -0.275], [-0.689, -0.742, -0.184], [-0.307, 0.308, 0.851], [2.104, 0.871, -0.510], [-2.798, 0.132, 0.517], [-0.317, -2.187, 0.133], [0.678, 2.581, 0.990], [0.009, 1.885, -1.355], [-1.872, 1.106, 1.411], [0.527, 1.613, -0.037], [-2.688, -1.261, -1.053], [-0.391, -0.709, -1.246], [0.390, -0.128, 1.665], [1.932, -0.236, -0.458], [2.359, 1.452, -1.385], [2.885, 0.917, 0.298], [0.469, -2.500, -0.435], [-0.065, -2.432, 1.073]],
  "atomic_forces_ev_per_a": [[5.97, -4.96, -4.95], [-2.15, -3.23, 0.13], [1.30, -0.65, -0.65], [0.33, -0.92, 2.80], [-5.25, 6.61, 6.73], [0.65, 0.46, -0.76], [0.17, 1.78, 0.57], [-1.04, 0.26, 0.75], [-0.39, -2.05, -1.49], [2.13, -1.23, -0.72], [-0.33, 0.32, 0.05], [0.65, 1.04, 0.59], [-1.18, 1.10, -1.19], [0.04, 0.89, -1.42], [0.33, -0.75, -0.46], [-0.74, 0.77, -0.65], [-0.20, 0.23, 0.03], [-0.27, 0.33, 0.63]]
}

{
  "formula": "C15H28Cl5N2O4",
  "method": "ωB97M-V with the def2-TZVPD basis set",
  "charge": 1,
  "total_energy_ev": -89780.8392,
  "homo_lumo_gap_ev": 8.7874,
  "max_force_ev_per_a": 2.351,
  "e_homo_ev": -12.7,
  "elements": ["C", "C", "C", "C", "N", "Cl", "C", "C", "C", "N", "C", "O", "C", "C", "O", "C", "O", "C", "C", "C", "O", "H", "H", "H", "H", "H", "H", "H", "H", "H", "H", "H", "H", "H", "H", "H", "H", "H", "H", "H", "H", "H", "H", "H", "H", "H", "H", "H", "H", "C", "Cl", "Cl", "Cl", "Cl"],
  "xyz": [[-0.196, -2.578, 2.557], [-0.520, -1.331, 2.526], [0.318, -0.349, 1.741], [0.174, -0.574, 0.234], [1.509, -0.510, -0.468], [1.929, -2.028, -1.244], [1.728, 0.628, -1.430], [2.597, 1.723, -0.811], [2.100, 2.295, 0.523], [2.210, 3.776, 0.494], [0.459, 1.174, -2.062], [-0.550, 1.408, -1.098], [-0.977, 0.253, -0.432], [-1.735, -0.631, -1.453], [-0.892, -1.608, -2.047], [-1.337, -2.934, -1.727], [-1.899, 0.536, 0.576], [-2.067, 1.902, 0.933], [-3.067, 2.671, 0.017], [-4.286, 3.131, 0.823], [-3.504, 1.867, -1.057], [-0.761, -3.292, 3.127], [0.687, -2.900, 2.027], [-1.350, -0.902, 3.058], [1.345, -0.535, 2.058], [0.099, 0.668, 2.032], [-0.152, -1.595, 0.157], [2.230, -0.419, 0.251], [2.334, 0.239, -2.234], [2.680, 2.541, -1.514], [3.608, 1.355, -0.665], [1.063, 2.042, 0.715], [2.678, 1.911, 1.357], [2.294, 4.109, 1.450], [1.293, 4.113, 0.210], [0.722, 2.146, -2.449], [0.117, 0.589, -2.913], [-2.636, -1.029, -1.007], [-2.067, 0.042, -2.233], [-0.622, -3.663, -2.078], [-2.312, -3.085, -2.178], [-1.485, -3.022, -0.652], [-2.523, 1.885, 1.918], [-1.140, 2.450, 1.065], [-2.529, 3.520, -0.394], [-4.001, 4.003, 1.397], [-4.574, 2.318, 1.481], [-5.070, 3.372, 0.120], [-4.330, 1.426, -0.817], [4.487, -5.428, 0.024], [3.177, -4.443, 0.708], [5.114, -4.624, -1.421], [5.774, -5.597, 1.215], [3.857, -7.015, -0.407]],
  "atomic_forces_ev_per_a": [[0.22, -1.72, 0.31], [-0.27, 2.32, -0.23], [0.31, 0.11, 0.23], [-0.67, 0.06, 0.53], [0.18, -0.02, -0.48], [0.04, 0.08, 0.19], [0.63, 0.96, -0.81], [-0.24, -0.32, 0.99], [-0.17, 0.92, -0.10], [-0.34, -0.44, 0.45], [-0.19, -0.09, 0.42], [0.31, 0.36, 0.66], [-0.59, -1.01, -0.83], [0.41, 0.32, -0.57], [-0.21, -0.37, 0.38], [-0.32, 0.73, 0.06], [0.49, 0.75, -0.14], [-0.79, 0.27, 0.48], [-0.29, -0.36, 0.29], [1.12, -0.12, -0.38], [0.10, -0.22, -0.40], [-0.02, -0.31, 0.04], [0.15, -0.39, -0.09], [-0.34, -0.13, 0.14], [0.30, 0.02, -0.16], [-0.09, 0.22, -0.01], [0.18, -0.38, -0.29], [-0.06, -0.04, 0.06], [0.04, -0.41, -0.25], [-0.06, 0.09, -0.27], [0.26, -0.17, -0.12], [-0.14, -0.36, -0.10], [0.21, -0.05, 0.11], [0.20, 0.07, -0.09], [0.20, 0.24, -0.23], [0.01, 0.31, -0.17], [-0.21, -0.39, 0.13], [-0.01, -0.39, 0.32], [-0.14, 0.20, -0.18], [0.19, -0.05, -0.16], [-0.12, -0.28, -0.26], [0.16, -0.22, 0.27], [0.04, -0.32, 0.27], [0.36, -0.08, -0.32], [-0.11, 0.13, -0.35], [-0.27, 0.20, 0.34], [-0.34, 0.00, 0.16], [-0.35, 0.25, 0.01], [0.23, 0.14, 0.03], [0.14, -0.14, -0.01], [-0.03, -0.08, 0.12], [-0.03, 0.02, 0.00], [-0.06, 0.03, -0.04], [0.00, 0.07, 0.01]]
}

{
  "formula": "CH6N3O",
  "method": "ωB97M-V with the def2-TZVPD basis set",
  "e_above_lowest_kj_mol": 374.2,
  "charge": 1,
  "total_energy_ev": -7640.7077,
  "homo_lumo_gap_ev": [9.3186, 9.3198],
  "max_force_ev_per_a": 3.017,
  "smiles": "CN(N)[NH+]=O",
  "e_homo_ev": [-14.9, -14.9],
  "elements": ["C", "N", "N", "N", "O", "H", "H", "H", "H", "H", "H"],
  "xyz": [[0.566, 0.566, -0.610], [-0.254, -0.125, 0.494], [-1.542, -0.510, 0.424], [0.284, -0.326, 1.658], [-0.388, -0.757, 2.641], [0.008, 1.338, -1.012], [0.734, -0.102, -1.390], [1.483, 0.867, -0.139], [-2.026, -0.556, -0.461], [-1.954, -0.548, 1.453], [1.236, 0.097, 1.885]],
  "atomic_forces_ev_per_a": [[-0.46, -1.41, 2.41], [0.35, 0.11, -0.24], [0.18, 0.21, 3.00], [-0.42, 0.49, 1.92], [0.99, 0.58, -2.17], [-1.16, 1.86, -0.26], [0.45, -1.56, -1.11], [0.32, 0.28, 0.01], [0.18, 0.22, 0.11], [0.71, -0.14, -2.86], [-1.15, -0.65, -0.83]]
}

{
  "formula": "C22H51Cl2FN4O7",
  "method": "ωB97M-V with the def2-TZVPD basis set",
  "total_energy_ev": -71690.9863,
  "homo_lumo_gap_ev": 9.0052,
  "max_force_ev_per_a": 5.518,
  "smiles": "C/C(Cl)=C(/Cl)OC(=O)OCCF.COC[C@@H](C)N.COC[C@@H](C)N.COC[C@@H](C)N.COC[C@@H](C)N",
  "e_homo_ev": -8.5,
  "elements": ["C", "C", "Cl", "C", "Cl", "O", "C", "O", "O", "C", "C", "F", "H", "H", "H", "H", "H", "H", "H", "C", "O", "C", "C", "C", "N", "H", "H", "H", "H", "H", "H", "H", "H", "H", "H", "H", "C", "O", "C", "C", "C", "N", "H", "H", "H", "H", "H", "H", "H", "H", "H", "H", "H", "C", "O", "C", "C", "C", "N", "H", "H", "H", "H", "H", "H", "H", "H", "H", "H", "H", "C", "O", "C", "C", "C", "N", "H", "H", "H", "H", "H", "H", "H", "H", "H", "H", "H"],
  "xyz": [[0.954, -2.756, -3.176], [0.905, -1.199, -3.628], [2.376, -0.484, -4.416], [-0.313, -0.481, -3.411], [-0.378, 1.248, -3.961], [-1.381, -1.223, -2.810], [-2.295, -0.391, -2.114], [-1.964, 0.546, -1.336], [-3.681, -0.642, -2.237], [-4.021, -1.303, -3.490], [-5.606, -1.672, -3.425], [-5.885, -2.371, -4.660], [0.745, -2.790, -2.055], [1.921, -3.274, -3.493], [0.033, -3.236, -3.688], [-3.811, -0.558, -4.337], [-3.495, -2.317, -3.643], [-5.697, -2.464, -2.592], [-6.268, -0.764, -3.241], [1.091, 5.425, -0.570], [0.700, 4.131, -0.997], [0.028, 3.359, -0.005], [-1.476, 3.675, 0.135], [-1.759, 4.972, 0.888], [-2.139, 3.730, -1.173], [1.381, 5.441, 0.485], [0.288, 6.141, -0.755], [1.951, 5.734, -1.169], [0.123, 2.318, -0.331], [0.546, 3.431, 0.959], [-1.927, 2.862, 0.714], [-1.574, 5.860, 0.280], [-2.809, 5.011, 1.193], [-1.148, 5.042, 1.793], [-2.030, 2.825, -1.630], [-1.596, 4.363, -1.761], [-5.364, 5.175, -6.543], [-4.284, 4.329, -6.183], [-2.999, 4.937, -6.279], [-2.613, 5.805, -5.063], [-3.305, 7.165, -5.041], [-2.886, 5.112, -3.797], [-5.097, 5.863, -7.351], [-5.714, 5.730, -5.670], [-6.188, 4.545, -6.884], [-2.287, 4.107, -6.339], [-2.904, 5.495, -7.219], [-1.536, 5.993, -5.125], [-4.350, 7.100, -4.732], [-2.806, 7.831, -4.332], [-3.268, 7.640, -6.025], [-2.344, 4.249, -3.775], [-3.852, 4.786, -3.832], [3.102, -4.436, 3.175], [3.521, -4.986, 1.936], [2.546, -5.798, 1.290], [1.492, -5.009, 0.487], [0.429, -4.348, 1.361], [2.115, -3.983, -0.360], [2.444, -5.114, 3.726], [2.610, -3.475, 3.012], [3.992, -4.250, 3.780], [3.106, -6.423, 0.586], [2.077, -6.484, 2.006], [0.975, -5.723, -0.164], [0.796, -3.452, 1.865], [-0.425, -4.041, 0.751], [0.060, -5.041, 2.122], [2.752, -4.442, -1.011], [2.735, -3.434, 0.236], [6.121, -4.933, 7.881], [4.769, -5.276, 8.137], [4.022, -4.270, 8.816], [3.478, -3.155, 7.899], [4.538, -2.144, 7.473], [2.838, -3.708, 6.699], [6.549, -4.321, 8.680], [6.203, -4.419, 6.921], [6.696, -5.858, 7.809], [3.165, -4.790, 9.257], [4.599, -3.858, 9.653], [2.720, -2.606, 8.469], [5.202, -2.532, 6.698], [4.064, -1.248, 7.063], [5.151, -1.835, 8.324], [2.065, -4.307, 6.988], [3.501, -4.359, 6.276]],
  "atomic_forces_ev_per_a": [[-1.09, 1.26, -0.59], [-2.60, 0.07, 0.88], [-2.01, -0.77, 0.97], [4.42, -1.28, -0.92], [-0.65, -2.13, 0.87], [-1.12, 2.91, -0.29], [-0.35, 3.43, 3.35], [-0.82, -4.23, -3.44], [3.26, -0.96, -1.14], [-1.56, -0.61, -1.06], [1.72, -0.86, 0.39], [0.14, 1.36, 1.65], [0.74, -0.13, -1.53], [-1.45, 0.90, 0.59], [1.67, 0.54, 0.70], [-0.31, -1.33, 1.06], [-0.56, 1.84, 0.28], [-0.19, 1.43, -1.22], [0.76, -1.36, -0.63], [-0.05, -0.04, -0.39], [0.07, -0.05, 0.45], [-0.14, -0.30, -0.18], [0.16, 0.27, -0.21], [-0.15, 0.08, 0.21], [0.33, -0.26, -0.04], [-0.09, -0.01, 0.02], [0.04, 0.13, 0.20], [-0.02, -0.11, 0.01], [-0.02, 0.10, -0.10], [0.00, 0.18, 0.03], [0.12, -0.06, -0.11], [0.03, -0.11, -0.02], [0.09, -0.03, -0.09], [0.00, 0.01, -0.03], [-0.14, 0.00, 0.21], [-0.28, 0.13, 0.18], [-0.12, -0.28, 0.21], [0.25, 0.29, -0.28], [0.17, -0.19, 0.15], [-0.46, -0.07, 0.00], [0.10, 0.25, 0.02], [0.14, -0.12, -0.43], [0.05, 0.04, 0.07], [-0.05, 0.20, -0.12], [0.12, -0.04, 0.00], [-0.11, -0.03, 0.05], [-0.12, 0.10, 0.02], [-0.03, -0.13, -0.05], [0.08, -0.09, -0.04], [-0.05, -0.13, -0.03], [-0.03, -0.02, 0.03], [-0.02, 0.13, 0.07], [0.12, 0.14, 0.17], [0.26, 0.23, -0.11], [-0.35, -0.36, 0.03], [0.18, 0.00, -0.25], [0.13, 0.24, 0.35], [-0.25, 0.01, -0.02], [0.25, -0.24, 0.09], [-0.06, 0.03, -0.07], [-0.14, -0.04, 0.22], [-0.01, -0.06, -0.10], [0.05, 0.10, 0.04], [-0.08, 0.11, 0.08], [0.14, -0.03, 0.01], [0.06, -0.10, -0.04], [0.12, -0.02, 0.02], [0.03, 0.04, -0.02], [-0.14, 0.07, -0.01], [-0.17, -0.01, -0.07], [-0.08, -0.27, -0.23], [0.02, 0.34, 0.34], [-0.27, -0.13, -0.05], [0.36, -0.14, -0.19], [0.00, 0.28, 0.00], [-0.08, -0.26, 0.16], [-0.06, 0.06, -0.04], [0.17, 0.15, 0.07], [-0.11, 0.01, 0.06], [0.06, -0.06, -0.10], [0.11, 0.07, -0.09], [0.00, -0.14, 0.02], [-0.07, -0.06, 0.08], [0.01, -0.14, 0.02], [-0.01, -0.03, -0.04], [0.01, 0.16, -0.08], [-0.06, 0.16, 0.03]]
}

{
  "formula": "C2FIO7S2",
  "method": "ωB97M-V with the def2-TZVPD basis set",
  "e_above_lowest_kj_mol": 0.0,
  "total_energy_ev": -48890.3231,
  "homo_lumo_gap_ev": [7.2506, 7.2521],
  "max_force_ev_per_a": 4.109,
  "e_homo_ev": [-11.0, -11.0],
  "elements": ["C", "C", "O", "O", "O", "O", "O", "O", "O", "F", "S", "S", "I"],
  "xyz": [[-1.772, -0.852, 0.172], [1.213, 0.266, -0.004], [-2.813, -1.397, 0.171], [-0.168, 0.214, -2.092], [1.147, -1.753, -1.861], [-0.460, 2.304, -0.147], [0.139, 1.550, 2.071], [-0.634, -1.443, -0.316], [-1.515, 0.338, 0.746], [2.114, 1.195, -0.338], [0.470, -0.705, -1.228], [-0.146, 1.262, 0.727], [2.425, -0.979, 2.098]],
  "atomic_forces_ev_per_a": [[0.15, 0.04, 0.17], [1.78, 0.22, 3.70], [0.20, 0.31, 0.02], [-0.51, 1.03, 0.28], [1.54, -0.86, 0.73], [0.10, 0.94, -1.29], [0.35, -0.41, 0.82], [0.66, -0.32, -0.08], [0.16, 0.02, 0.19], [-0.41, -0.93, -0.55], [-1.51, -1.39, -2.78], [-1.12, 0.32, 1.10], [-1.38, 1.02, -2.31]]
}